# C12H33Mn2NO16S4

A structure of composition C12H33Mn2NO16S4 in a non-equilibrium geometry (ωB97M-V/def2-TZVPD, the OMol25 dataset).

For the max |F|, the calculation gives 3.91 eV/A. For the LUMO energy (alpha / beta), the calculation gives -7.43 / -7.41 eV. The calculation puts the HOMO energy (alpha / beta) at -15.04 / -15.04 eV. Its expectation value of S² is 30.01. The calculation puts the gap between HOMO and LUMO (alpha / beta) at 7.6 / 7.6 eV. As for the total charge: +2. As for the spin multiplicity: 11.

Cartesian coordinates (Å):
Mn (0.7775, -1.1180, 2.7003)
Mn (0.9577, 1.7697, 0.1896)
N (2.6636, 1.4849, 2.8991)
O (2.2238, 0.3395, 3.0829)
O (2.3541, 2.0678, 1.8517)
O (3.3854, 1.9691, 3.7414)
O (0.6264, -0.0843, 0.9071)
H (-0.0832, -0.2822, 0.2654)
O (-3.0696, 2.8561, 0.1484)
S (-2.0251, 3.1296, 1.1243)
O (-0.7953, 2.3149, 1.3565)
O (-1.5094, 4.6469, 0.7097)
C (-2.5262, 5.5739, 0.2905)
C (-1.8676, 6.8798, -0.0769)
C (-2.8029, 3.4113, 2.7563)
H (-3.2874, 5.6945, 1.0612)
H (-3.0496, 5.0907, -0.5345)
H (-1.3835, 7.3834, 0.7599)
H (-2.6019, 7.5977, -0.4422)
H (-1.1056, 6.7653, -0.8479)
H (-3.6872, 4.0287, 2.5985)
H (-2.1109, 3.9533, 3.4009)
H (-3.0592, 2.4529, 3.2077)
O (-0.9393, -2.7006, -0.4549)
S (0.1700, -3.2698, -1.1798)
O (0.9695, -4.3386, -0.6214)
O (-0.3195, -3.7312, -2.7083)
C (-1.0856, -4.8951, -2.8799)
C (-2.5159, -4.4703, -3.1540)
C (1.4279, -1.9875, -1.7850)
H (-0.9544, -5.5741, -2.0374)
H (-0.8103, -5.5426, -3.7123)
H (-3.1164, -5.0747, -3.8338)
H (-2.5327, -3.4645, -3.5737)
H (-2.9689, -4.3781, -2.1669)
H (2.2752, -2.5809, -2.1287)
H (1.7726, -1.3381, -0.9803)
H (0.9623, -1.5228, -2.6541)
O (-0.5558, 1.3561, -1.4963)
S (-0.8714, 1.9335, -2.8133)
O (0.1247, 1.9525, -3.8846)
O (-2.2536, 1.1591, -3.3133)
C (-3.3871, 1.0941, -2.4941)
C (-4.3124, -0.0138, -3.0968)
C (-1.4946, 3.6272, -2.6046)
H (-3.9309, 2.0287, -2.3571)
H (-3.0958, 0.7850, -1.4903)
H (-5.1404, -0.1615, -2.4034)
H (-3.8017, -0.9754, -3.0457)
H (-4.7147, 0.1607, -4.0947)
H (-2.4692, 3.5977, -2.1173)
H (-1.3246, 4.1933, -3.5204)
H (-0.7806, 3.9962, -1.8683)
O (2.4771, -2.1422, 1.9714)
S (3.6393, -2.8753, 1.4244)
O (4.0578, -2.6632, 0.0379)
O (5.0152, -2.6510, 2.3771)
C (4.7975, -2.5653, 3.8309)
C (6.1667, -2.5831, 4.5450)
C (3.3938, -4.6771, 1.6580)
H (4.2239, -3.3809, 4.2713)
H (4.3197, -1.6118, 4.0555)
H (6.7054, -3.5215, 4.4137)
H (5.9995, -2.3290, 5.5917)
H (6.7050, -1.7718, 4.0550)
H (4.3151, -5.1394, 1.3035)
H (2.5386, -4.9941, 1.0611)
H (3.2959, -4.8841, 2.7237)

Forces on atoms 1 to 2 (eV/Å):
1.7 1.2 -1.8
-0.1 -0.4 1.0

=====

# C23H33F6N5O28

A cluster of 11 separate species, C23H33F6N5O28 in total in a non-equilibrium geometry (ωB97M-V/def2-TZVPD, the OMol25 dataset).

The energy relative to the best compared isomer or geometry (same formula, charge and spin) is 56.82 kcal per mole. For the max |F|, the calculation gives 6.17 eV/A. For the LUMO energy, the calculation gives -0.76 eV. The calculation puts the HOMO energy at -10.76 eV. The calculation puts the gap between HOMO and LUMO at 10.0 eV. As for the total charge: 0.

Cartesian coordinates (Å):
C (-17.3523, 22.7993, 7.5810)
C (-16.7634, 24.1002, 7.9708)
O (-15.3580, 23.9027, 7.7966)
C (-15.1564, 22.8680, 7.0771)
O (-14.0487, 22.5135, 6.7447)
O (-16.3367, 22.2425, 6.7645)
F (-16.9799, 24.4378, 9.1884)
H (-18.2388, 22.7338, 6.9502)
H (-17.3420, 22.1416, 8.4501)
H (-17.0619, 24.9559, 7.3652)
C (-17.3347, 19.8895, -2.1003)
C (-16.4884, 18.9438, -1.2614)
O (-17.1578, 17.6752, -1.5472)
C (-17.5203, 17.7550, -2.7977)
O (-17.7013, 16.6850, -3.4451)
O (-17.6155, 19.0734, -3.2686)
F (-16.5969, 19.0595, 0.1173)
H (-16.7850, 20.8257, -2.1973)
H (-18.3050, 19.9007, -1.6038)
H (-15.4391, 18.8899, -1.5516)
C (-12.9332, 14.5818, 5.5229)
C (-14.3081, 15.1525, 5.8719)
O (-13.9289, 16.1322, 6.8877)
C (-12.7426, 15.8219, 7.3632)
O (-12.2636, 16.1776, 8.4305)
O (-12.1173, 14.9701, 6.5753)
F (-15.1121, 14.2114, 6.4990)
H (-12.6682, 15.1088, 4.6063)
H (-12.7502, 13.5342, 5.2837)
H (-14.8569, 15.7079, 5.1113)
C (-13.3122, 17.5085, 1.0013)
C (-12.8807, 18.9252, 1.3207)
O (-12.3491, 18.7761, 2.5709)
C (-12.7398, 17.6735, 3.1335)
O (-12.5581, 17.5085, 4.3375)
O (-13.4109, 16.9080, 2.2730)
F (-13.8823, 19.8228, 1.2675)
H (-12.7038, 17.0254, 0.2368)
H (-14.3284, 17.4820, 0.6081)
H (-12.0950, 19.2933, 0.6610)
C (-10.6038, 23.0746, 0.9061)
C (-11.9811, 23.8355, 0.9641)
O (-12.6408, 23.3361, 2.0447)
C (-12.1008, 22.1974, 2.3846)
O (-12.5872, 21.4083, 3.1978)
O (-11.0178, 21.9343, 1.6230)
F (-12.7039, 23.5239, -0.1425)
H (-9.8078, 23.6634, 1.3622)
H (-10.2249, 22.8349, -0.0875)
H (-12.0996, 24.9149, 1.0591)
C (-19.8780, 20.3303, 6.9185)
C (-20.6149, 20.7473, 8.1442)
O (-21.8973, 20.6712, 7.5797)
C (-21.9162, 20.8329, 6.2892)
O (-22.9667, 21.0680, 5.6605)
O (-20.6876, 20.7745, 5.8619)
F (-20.3276, 22.0031, 8.4295)
H (-19.8993, 19.2462, 7.0290)
H (-18.8096, 20.5461, 6.9201)
H (-20.5550, 20.1455, 9.0510)
C (-15.1923, 19.5771, 4.8058)
N (-16.4418, 19.7755, 3.9994)
O (-16.5150, 19.4206, 2.8415)
O (-17.3596, 20.3803, 4.5331)
H (-15.5075, 19.9741, 5.7707)
H (-14.2809, 19.9525, 4.3405)
H (-15.2366, 18.5104, 5.0252)
C (-16.7900, 23.5299, 2.7368)
N (-17.3065, 24.8786, 2.4080)
O (-17.9057, 25.4981, 3.2943)
O (-17.2776, 25.3192, 1.2368)
H (-15.8156, 23.3694, 2.2754)
H (-17.4583, 22.8905, 2.1601)
H (-16.9145, 23.0732, 3.7187)
C (-14.3775, 18.9768, 8.3880)
N (-15.7061, 18.1661, 8.5404)
O (-16.5468, 18.3640, 7.7267)
O (-15.7754, 17.2598, 9.3878)
H (-13.7687, 18.6523, 9.2320)
H (-14.7457, 20.0014, 8.4381)
H (-14.0169, 18.8832, 7.3637)
C (-18.4378, 15.1339, 5.3834)
N (-18.0474, 16.4789, 5.6433)
O (-18.8349, 17.1557, 6.3168)
O (-17.1110, 16.9443, 5.0013)
H (-19.1733, 15.0392, 4.5845)
H (-18.9058, 14.9652, 6.3532)
H (-17.6244, 14.4385, 5.1764)
C (-20.2892, 18.7960, 2.8799)
N (-20.5345, 19.8796, 1.8764)
O (-20.0744, 19.8159, 0.7764)
O (-21.2789, 20.7484, 2.2411)
H (-21.0934, 18.8064, 3.6156)
H (-19.3903, 18.9547, 3.4756)
H (-20.1115, 17.8653, 2.3410)

Forces on atoms 1 to 2 (eV/Å):
0.2 -1.8 -0.5
0.3 1.4 -2.6

=====

# C25H27FN2O4

A structure of composition C25H27FN2O4 in a non-equilibrium geometry (ωB97M-V/def2-TZVPD, the OMol25 dataset).

The energy relative to the best compared isomer or geometry (same formula, charge and spin) is 595.95 kcal per mole. For the max |F|, the calculation gives 18.13 eV/A. For the LUMO energy, the calculation gives -0.65 eV. The calculation puts the HOMO energy at -7.72 eV. The calculation puts the gap between HOMO and LUMO at 7.1 eV. As for the total charge: 0.

Cartesian coordinates (Å):
C (2.1397, 3.1730, 4.7391)
C (3.0247, 3.9453, 3.9651)
C (2.6565, 4.6316, 2.7273)
O (1.4549, 4.4716, 2.2809)
C (1.4148, 3.3761, 1.6310)
C (2.1617, 2.3601, 1.5918)
C (1.7430, 1.2849, 0.9661)
C (0.6585, 0.8664, 0.3152)
C (-0.3037, 1.8782, 0.5307)
C (-0.0498, 3.1335, 1.1370)
H (-0.8674, 3.7000, 1.3941)
H (-1.3091, 1.6814, 0.1856)
C (0.3333, -0.2054, -0.4717)
N (-0.9906, -1.0820, 0.2476)
C (-1.9451, -1.1184, -0.4738)
O (-3.1906, -1.5017, 0.0280)
C (-1.7868, -0.2823, -1.8467)
O (-2.6456, -0.2522, -2.6549)
C (-0.4054, -0.1585, -1.8921)
C (0.1752, 0.6331, -2.6724)
O (1.6362, 1.0257, -2.4263)
H (1.7701, 1.4930, -3.0502)
C (-0.3341, 0.8692, -4.0398)
C (-0.2699, 2.2721, -4.4439)
C (-0.4380, 2.3404, -5.8496)
C (-1.2048, 1.5830, -6.6514)
C (-1.2427, 0.4717, -6.1392)
C (-0.8823, -0.1805, -4.8962)
H (-0.9923, -0.9584, -4.3954)
H (-1.8364, -0.3748, -6.7649)
F (-1.6414, 1.8007, -7.8110)
H (-0.3815, 3.5696, -6.1851)
H (0.2915, 2.9936, -3.9520)
C (-0.7210, -1.3900, 1.6151)
C (0.1452, -2.6655, 1.7383)
C (-0.4722, -4.0892, 0.8220)
N (-1.0835, -4.9599, 1.3880)
C (-2.7713, -4.3022, 1.9130)
H (-3.2260, -5.2681, 2.0080)
H (-3.0316, -3.8383, 1.1997)
H (-2.6367, -3.6789, 2.7440)
C (-0.8214, -5.6527, 2.7006)
H (-0.4287, -5.0614, 3.5357)
H (0.3809, -5.9238, 2.1998)
H (-1.2024, -6.5990, 2.8252)
H (0.5271, -4.4071, 0.3417)
H (-0.8831, -3.4138, -0.1189)
H (1.1143, -2.2850, 1.2812)
H (0.2147, -3.1537, 2.7087)
H (-0.4308, -0.7405, 2.3748)
H (-1.7881, -1.8010, 1.9029)
H (1.0707, -1.0455, -0.5199)
H (2.5844, 0.2489, 0.5151)
H (3.0824, 2.4743, 1.8922)
H (3.3802, 4.6959, 2.0309)
H (2.4413, 5.7771, 3.1555)
H (4.1636, 4.1104, 4.4539)
H (1.1802, 3.0022, 4.5349)
H (2.4689, 2.5272, 5.6350)

Forces on atoms 1 to 2 (eV/Å):
6.5 1.0 0.4
0.8 -2.9 4.8

=====

Results for DFT total energy: -153190.9745; -105454.7673; -40226.2840 (in eV, following the order of the records).